Entry 1:
Density functional theory data (ωB97M-V/def2-TZVPD) for a molecular structure, C40H61BClN6O3PRuS2Si.

Positions of all 117 atoms, in Å:
Ru: -0.357541 0.247651 0.082548
C: 1.221413 1.044729 -3.648697
N: 1.524912 -0.358906 -3.448089
C: 2.650164 -1.003267 -3.902262
C: 2.503405 -2.308774 -3.577528
N: 1.300749 -2.455969 -2.932661
B: 0.744449 -3.843074 -2.525657
N: 0.406115 -3.951475 -0.985569
C: -0.114811 -5.157775 -0.579168
C: -0.027264 -5.230673 0.765872
N: 0.525566 -4.044254 1.183877
C: 0.848330 -3.738237 2.563186
C: 0.771404 -3.261292 0.100950
S: 1.485054 -1.678171 0.210363
C: 0.718033 -1.259334 -2.855901
S: -0.822585 -0.911502 -2.158137
H: 2.129774 1.547607 -3.967797
H: 0.864294 1.480823 -2.719193
H: 0.457861 1.160557 -4.416154
H: 3.436657 -0.479852 -4.415000
H: 3.149180 -3.150165 -3.747385
H: -0.263059 -4.099066 -3.133723
H: 1.629432 -4.632256 -2.739777
H: -0.472160 -5.874247 -1.296893
H: -0.304291 -6.005761 1.457860
H: 0.309893 -4.433945 3.202621
H: 0.540609 -2.725781 2.797259
H: 1.919100 -3.837710 2.738834
N: 4.048907 2.935079 2.941349
C: 3.789389 1.990591 1.862030
C: 2.291201 1.833984 1.650902
O: 1.541434 2.479913 2.515932
O: 1.834510 1.164589 0.746593
H: 4.665641 2.561802 3.648129
H: 2.188664 2.944557 3.106744
H: 4.442219 3.803720 2.605856
H: 4.186043 0.997828 2.081389
H: 4.218187 2.293409 0.906173
Cl: -2.136053 -0.272379 6.178996
C: -0.782193 -0.357409 5.111244
C: 0.493676 -0.595304 5.582326
C: 1.512710 -0.666149 4.645182
C: 1.217646 -0.491287 3.305667
N: -0.014241 -0.239893 2.850299
C: -0.990080 -0.184594 3.751010
H: 0.677522 -0.730994 6.639311
H: 2.529510 -0.873585 4.949733
H: 1.982786 -0.611997 2.552126
H: -1.988391 0.003348 3.396059
C: -4.810687 -2.436211 0.612543
C: -3.355022 -2.004807 0.448785
C: -2.497467 -2.574390 1.572632
P: -3.079610 -0.189168 0.308962
C: -4.237933 0.368018 -1.019234
C: -4.084704 1.874247 -1.218210
C: -4.134612 -0.390416 -2.339061
C: -3.813640 0.548226 1.854384
C: -5.326264 0.796658 1.850605
C: -3.086788 1.832986 2.262291
H: -4.868588 -3.526431 0.605874
H: -5.452759 -2.067428 -0.187199
H: -5.216778 -2.098006 1.566973
H: -2.973170 -2.388570 -0.504076
H: -2.918738 -2.333680 2.552702
H: -1.477707 -2.187886 1.536029
H: -2.451013 -3.660840 1.491714
H: -5.224555 0.164100 -0.594530
H: -3.042697 2.137767 -1.387457
H: -4.432707 2.442440 -0.356870
H: -4.652935 2.202613 -2.090455
H: -3.170684 -0.247497 -2.821877
H: -4.900419 -0.006362 -3.015780
H: -4.304832 -1.461160 -2.220947
H: -3.638596 -0.233356 2.601534
H: -5.604355 1.581788 1.149638
H: -5.621304 1.137478 2.845154
H: -5.908862 -0.093122 1.620237
H: -3.453610 2.679337 1.682554
H: -2.006418 1.791976 2.105181
H: -3.266502 2.055613 3.316561
C: 0.595132 6.213213 -1.394440
C: 0.974876 4.738685 -1.185416
C: 1.922361 4.678351 0.010795
C: 1.769515 4.266685 -2.408387
Si: -0.637277 3.708084 -0.999271
O: -0.433710 2.108015 -0.663264
C: -1.533339 3.811564 -2.657379
C: -2.077938 4.997799 -3.162364
C: -2.677473 5.044721 -4.413374
C: -2.747452 3.901053 -5.196716
C: -2.232605 2.708028 -4.711089
C: -1.640210 2.670549 -3.456396
C: -1.738763 4.488784 0.315048
C: -1.314643 4.617008 1.641734
C: -2.135623 5.161555 2.618956
C: -3.412252 5.597176 2.290423
C: -3.859702 5.475635 0.982958
C: -3.031907 4.924591 0.012628
H: 1.508790 6.815861 -1.429625
H: -0.027091 6.600568 -0.584271
H: 0.074920 6.371658 -2.336353
H: 2.799652 5.303449 -0.194731
H: 2.271222 3.661135 0.154757
H: 1.468853 5.045147 0.931317
H: 2.590673 4.964732 -2.604480
H: 1.155710 4.213968 -3.310396
H: 2.211930 3.286524 -2.228271
H: -2.061729 5.901607 -2.566472
H: -3.095318 5.975648 -4.774949
H: -3.212359 3.938200 -6.173447
H: -2.299586 1.804703 -5.305796
H: -1.275142 1.722624 -3.074801
H: -0.334126 4.261905 1.931323
H: -1.779188 5.247332 3.638190
H: -4.052882 6.029340 3.048461
H: -4.853636 5.812522 0.715586
H: -3.406995 4.835061 -1.001162

Force components x, y, z for each atom (eV/Å):
0.1 0.0 -0.4
0.0 0.0 0.0
0.0 0.0 0.0
0.0 0.0 0.0
0.0 0.0 0.1
0.1 -0.1 0.0
-0.1 0.0 -0.1
0.0 0.0 0.1
0.1 0.0 0.0
-0.1 0.0 0.0
0.0 0.0 0.1
-0.1 0.0 0.0
0.0 0.0 -0.1
-0.1 0.1 0.0
0.0 0.0 0.0
0.0 0.0 0.0
0.0 0.0 0.0
0.0 0.0 0.0
0.0 0.0 0.0
0.0 0.0 0.0
0.0 0.0 0.0
0.0 0.0 0.0
0.0 0.0 0.0
0.0 0.0 0.0
0.0 0.0 0.0
0.0 0.0 0.0
0.0 0.0 0.0
0.0 0.0 0.0
0.0 0.0 0.0
0.0 0.0 0.0
-0.1 0.1 -0.1
0.0 -0.1 0.0
0.1 -0.1 0.1
0.0 0.0 0.0
0.0 0.0 0.0
0.0 0.0 0.0
0.0 0.0 0.0
0.0 0.0 0.0
0.0 0.0 0.0
0.0 0.0 0.0
0.0 0.0 0.0
0.0 0.0 0.0
0.0 0.0 0.0
0.0 0.0 0.1
0.0 0.0 0.0
0.0 0.0 0.0
0.0 0.0 0.0
0.0 0.0 0.0
0.0 0.0 0.0
0.0 0.0 0.0
0.0 0.0 -0.1
0.0 0.0 0.0
-0.1 0.0 0.1
0.0 0.1 0.0
0.0 0.0 0.0
0.0 0.0 0.0
0.0 0.0 0.0
0.0 0.0 0.0
0.0 0.0 0.0
0.0 0.0 0.0
0.0 0.0 0.0
0.0 0.0 0.0
0.0 0.0 0.0
0.0 0.0 0.0
0.1 0.0 0.0
0.0 0.0 0.0
0.0 0.0 0.0
0.0 0.0 0.0
0.0 0.0 0.0
0.0 0.0 0.0
0.0 0.0 0.0
0.0 0.0 0.0
0.0 0.0 0.0
0.0 0.0 0.0
0.0 0.0 0.0
0.0 0.0 0.0
0.0 0.0 0.0
0.0 0.0 0.0
0.0 0.0 0.0
0.0 0.0 0.0
0.0 0.0 0.0
0.0 0.0 0.0
0.0 0.0 0.0
0.0 0.0 0.0
-0.1 0.1 -0.1
0.2 -0.2 0.3
0.1 0.0 0.0
0.0 0.0 0.0
0.0 0.0 0.0
0.0 0.0 0.0
0.0 0.0 0.0
0.0 -0.1 0.0
0.0 0.0 0.0
0.0 0.0 0.0
0.0 0.0 0.0
0.0 0.0 0.0
0.0 0.0 0.0
0.0 0.0 -0.1
0.0 0.0 0.0
0.0 0.0 0.0
-0.1 0.0 -0.1
0.0 0.0 0.0
0.1 -0.1 0.1
0.0 0.0 0.1
0.0 0.0 0.0
0.0 0.0 0.0
0.0 -0.1 0.0
0.1 0.0 0.0
0.0 0.0 0.0
0.0 0.0 0.0
0.0 0.0 0.0
-0.1 0.1 0.0
0.1 0.0 0.0
0.0 0.0 0.0
0.0 0.0 0.0
0.0 0.0 0.0
0.0 0.0 0.1

strongest force on any atom	0.0080	Eh/bohr
multiplicity	6
energy above the lowest of the compared OMol25 structures with the same formula, charge and spin	0.0	kJ/mol
<S²>	8.7641
net charge	+1

---

Entry 2:
Density functional theory data (ωB97M-V/def2-TZVPD) for a molecular structure, C40H61N3O5ReS in a non-equilibrium geometry.

Positions of all 111 atoms, in Å:
Re: 1.397338 0.458830 0.644819
C: 3.510738 -0.358470 1.145019
N: 3.145738 0.952930 1.640119
C: 3.833238 1.308930 2.861919
C: 3.212838 2.014230 0.625519
C: 2.477438 1.854830 -0.749381
N: 0.987838 1.851730 -0.880781
C: 0.425638 3.114930 -0.380981
C: -0.789462 2.900030 0.507019
C: -2.032062 3.416430 0.091319
C: -3.191462 3.207630 0.831019
C: -3.041262 2.446130 1.997119
C: -1.791762 1.902530 2.452619
C: -0.603962 2.158730 1.706819
O: 0.577038 1.750930 1.986919
C: -1.858562 0.982130 3.711919
C: -2.738362 -0.248670 3.373219
C: -0.530962 0.413230 4.266519
C: -2.503662 1.756330 4.889319
C: -4.533362 3.756330 0.338019
C: -4.464062 5.297930 0.272219
C: -4.843462 3.205630 -1.072381
C: -5.731462 3.389430 1.241619
C: 0.654738 1.722530 -2.327881
C: 1.061738 0.389530 -2.969681
C: 1.593938 0.329130 -4.268681
C: 1.929438 -0.897570 -4.852781
C: 1.602438 -2.054070 -4.123481
C: 1.039938 -2.025770 -2.818581
C: 0.854238 -0.764170 -2.186081
O: 0.552838 -0.571470 -0.962681
C: 0.632238 -3.355170 -2.111181
C: 0.771438 -4.609870 -3.016981
C: -0.862062 -3.319370 -1.700281
C: 1.511938 -3.624170 -0.870981
C: 2.660638 -0.952170 -6.200681
C: 2.852338 -2.382670 -6.757981
C: 1.891138 -0.151070 -7.271081
C: 4.068638 -0.342170 -6.022281
H: 4.557538 -0.390570 0.822219
H: 2.891338 -0.679470 0.308919
H: 3.376238 -1.116470 1.925319
H: 4.914738 1.400930 2.710619
H: 3.661038 0.557130 3.640419
H: 3.464438 2.259230 3.263919
H: 4.274638 2.158930 0.375119
H: 2.909538 2.966730 1.075319
H: 2.902938 0.958930 -1.214681
H: 2.855638 2.684030 -1.367681
H: 0.163538 3.789130 -1.209181
H: 1.143538 3.714330 0.192819
H: -2.064762 3.956830 -0.847681
H: -3.924062 2.212630 2.578419
H: -2.325162 -0.802070 2.521119
H: -3.767362 0.025530 3.117519
H: -2.798362 -0.940170 4.221919
H: -0.034162 -0.246670 3.546819
H: -0.709562 -0.196970 5.161319
H: 0.159538 1.209030 4.566719
H: -3.537762 2.053830 4.689119
H: -1.935362 2.666030 5.116119
H: -2.530662 1.143930 5.798619
H: -3.699462 5.648030 -0.430381
H: -4.227762 5.724630 1.254219
H: -5.419862 5.723430 -0.055381
H: -4.104362 3.525030 -1.815481
H: -5.820762 3.553830 -1.426881
H: -4.858762 2.109330 -1.073581
H: -5.606062 3.781130 2.257619
H: -5.868062 2.303730 1.307819
H: -6.665562 3.808230 0.848019
H: 1.111838 2.543730 -2.897581
H: -0.432662 1.810330 -2.464381
H: 1.781838 1.263930 -4.782881
H: 1.808938 -3.017170 -4.566481
H: 0.174138 -4.515870 -3.931681
H: 0.422738 -5.512670 -2.499881
H: 1.814338 -4.794670 -3.298681
H: -1.499062 -3.069570 -2.557481
H: -1.074162 -2.594770 -0.909681
H: -1.190962 -4.292370 -1.315681
H: 2.576138 -3.607870 -1.132481
H: 1.289938 -4.607070 -0.437981
H: 1.357038 -2.895470 -0.070981
H: 1.891038 -2.887270 -6.909881
H: 3.461438 -3.001670 -6.088281
H: 3.366838 -2.364770 -7.726281
H: 0.868938 -0.529570 -7.386781
H: 2.385938 -0.221470 -8.247081
H: 1.825038 0.914230 -7.026381
H: 4.638638 -0.882270 -5.256081
H: 4.025938 0.709430 -5.717381
H: 4.641838 -0.387270 -6.955581
N: 0.633538 -0.863670 1.967319
C: 0.150438 -1.834270 2.867419
C: 0.872438 -2.109570 4.032019
C: 0.383138 -3.023170 4.968619
C: -0.852662 -3.634570 4.748119
C: -1.612762 -3.320770 3.618919
C: -1.111262 -2.413070 2.683319
S: -1.515962 -4.800670 5.966819
O: -1.081362 -6.082470 5.420519
O: -0.867162 -4.390070 7.208719
O: -2.954062 -4.545670 5.908819
H: 0.367138 -1.125970 1.006719
H: 0.052638 -0.013370 2.008319
H: 1.832538 -1.631270 4.201719
H: 0.952438 -3.261170 5.863119
H: -2.586662 -3.783770 3.482019
H: -1.714962 -2.171470 1.814719
H: 2.700438 0.458830 -0.484981

Force components x, y, z for each atom (eV/Å):
-2.9 -0.1 -2.1
2.8 -1.6 2.4
-0.2 0.0 -1.1
-0.2 0.3 1.5
1.8 2.1 -0.4
2.6 4.3 -2.1
1.6 1.1 0.0
-0.8 1.6 0.9
-0.6 0.4 -0.7
1.0 -0.6 0.3
0.0 -0.4 0.6
1.1 -0.2 -0.2
-0.2 -0.1 0.2
-4.8 2.0 -1.5
3.0 -0.8 0.4
-0.4 0.0 0.6
-0.4 0.4 -0.1
0.2 0.8 -0.3
-0.1 0.1 -0.1
-0.5 0.3 -0.2
0.1 0.1 0.0
0.1 -0.1 -0.1
0.3 -0.2 0.2
-0.2 -1.5 -0.9
0.5 0.4 -0.2
-0.1 -0.3 0.7
-0.2 -0.2 0.3
-0.4 0.7 0.8
0.1 -0.7 -0.3
1.3 0.0 -3.3
-1.5 -1.8 4.3
-0.1 -0.4 0.1
0.2 0.3 -0.2
-0.1 0.2 0.1
0.1 0.1 0.1
0.3 0.0 -0.5
-0.2 0.0 0.3
-0.1 0.1 0.0
0.1 0.1 0.1
0.0 -0.1 -0.4
0.4 -1.4 -0.7
0.2 0.3 0.1
-0.1 -0.1 -0.2
0.0 0.1 -0.3
-0.1 -0.2 -0.3
0.2 0.1 -0.3
-0.2 -0.4 0.1
1.0 2.4 -3.9
0.1 0.9 0.0
0.0 -0.4 0.0
0.3 -0.5 0.0
0.0 0.0 0.0
0.1 0.0 0.0
-0.5 0.8 0.5
0.1 0.2 0.0
0.1 0.2 -0.1
-0.8 1.9 2.0
-0.3 0.1 -0.3
0.0 0.0 -0.1
0.1 0.0 -0.1
0.0 -0.1 -0.1
0.1 0.0 -0.2
0.0 -0.1 0.1
0.0 -0.1 -0.1
0.1 -0.2 0.0
0.0 0.0 0.1
0.1 0.0 0.2
0.0 0.2 0.1
0.0 -0.1 -0.1
0.1 0.1 0.0
0.3 0.0 -0.1
0.1 0.1 0.4
0.2 0.1 0.6
0.0 0.0 -0.1
-0.1 0.0 0.0
0.1 0.0 0.1
0.0 0.3 0.1
-0.1 0.1 0.0
0.2 -0.1 0.1
0.2 0.1 -0.1
0.2 0.1 -0.1
-0.1 0.0 -0.1
0.0 0.1 -0.1
-0.1 0.1 -0.1
0.1 0.1 0.0
-0.1 0.1 0.0
-0.1 0.2 0.2
0.2 0.0 0.0
0.0 0.0 0.2
0.0 -0.1 0.1
-0.1 0.0 -0.1
-0.1 -0.1 0.0
-0.1 0.0 0.1
-1.3 -1.3 -1.9
0.0 -2.6 1.2
0.1 -1.1 -0.1
0.0 0.3 -0.6
-0.2 0.2 0.1
0.7 0.2 -0.1
0.9 -1.1 -0.1
0.0 0.2 -0.1
-0.2 0.4 0.3
-0.2 -0.3 -0.4
0.6 -0.2 0.0
-1.0 -2.2 0.6
-0.9 -0.3 1.4
-0.1 0.1 0.0
-0.2 0.0 -0.1
0.2 0.1 0.1
0.4 -0.3 -0.2
-3.1 -3.0 3.3

strongest force on any atom	0.1056	Eh/bohr
multiplicity	2
<S²>	0.7587
calculated total energy	-70130.092	eV
net charge	0